(1)
C35H24Br3ClF3N2O3PRu | the ωB97M-V functional and the def2-TZVPD basis

- total charge = +1
- Kohn-Sham gap (spin up / spin down) (eV) = 4.772 / 5.403
- multiplicity = 2

Each line ends with the Löwdin spin population.
Cartesian coordinates (Å):
Ru -0.24269 0.55183 0.05985  0.9725
Cl -2.06686 -0.85410 -1.61076  0.0207
C -1.90519 -2.45206 -0.93197  -0.0040
C -3.00970 -3.26887 -0.80980  0.0007
C -2.85227 -4.51752 -0.22176  -0.0054
C -1.60828 -4.92717 0.23105  0.0004
C -0.50405 -4.09875 0.09084  -0.0061
C -0.63574 -2.85026 -0.50785  -0.0098
P 0.70371 -1.62895 -0.68334  -0.0413
C 2.21631 -2.44796 -0.13764  -0.0039
C 3.23574 -2.72405 -1.04438  -0.0027
C 4.37647 -3.38370 -0.61342  0.0001
C 4.51406 -3.74981 0.71702  -0.0028
C 3.51252 -3.44550 1.62992  0.0002
C 2.36803 -2.79500 1.20594  -0.0022
C 0.89353 -1.38649 -2.47062  -0.0025
C 1.36634 -0.15693 -2.92713  0.0000
C 1.48826 0.06707 -4.28963  0.0001
C 1.14829 -0.93052 -5.19154  -0.0007
C 0.70008 -2.16315 -4.73328  -0.0001
C 0.56961 -2.39580 -3.37481  -0.0013
H -3.97872 -2.94155 -1.16182  0.0003
H -3.71013 -5.16759 -0.11654  -0.0003
H -1.49278 -5.89594 0.69758  0.0001
H 0.46508 -4.43099 0.43683  -0.0003
H 3.14449 -2.42791 -2.07979  -0.0001
H 5.16283 -3.60250 -1.32306  0.0000
H 5.40393 -4.26995 1.04518  -0.0001
H 3.63064 -3.70832 2.67273  0.0001
H 1.58606 -2.56466 1.92095  -0.0001
H 1.64862 0.61529 -2.22385  0.0002
H 1.84665 1.02365 -4.64598  0.0000
H 1.23715 -0.75215 -6.25493  0.0000
H 0.44784 -2.94483 -5.43761  0.0000
H 0.22123 -3.35881 -3.01968  0.0000
C -3.81810 0.48895 0.86635  -0.0003
C -3.35774 1.85013 0.43686  0.0005
C -4.22933 2.95079 0.54611  0.0013
C -3.79683 4.20937 0.22652  -0.0017
C -2.48440 4.39687 -0.24715  0.0012
C -1.90603 5.64626 -0.57838  -0.0031
Br -2.88269 7.24159 -0.32848  -0.0006
C -0.62736 5.72090 -1.06888  0.0007
C 0.12023 4.56275 -1.27808  -0.0044
Br 1.86351 4.65896 -1.96588  -0.0009
C -0.39469 3.28723 -1.00907  -0.0002
O 0.22070 2.19748 -1.30149  -0.0246
C -1.69934 3.23793 -0.41396  0.0015
N -2.13115 2.00592 -0.04106  0.0269
H -4.45148 0.55517 1.75071  -0.0001
H -2.96720 -0.15378 1.07881  -0.0003
H -4.41243 0.03660 0.07027  0.0000
H -5.23534 2.78270 0.90558  0.0002
H -4.45224 5.06302 0.33143  -0.0001
H -0.19628 6.68417 -1.30213  0.0000
F 3.45495 3.49231 1.36947  0.0014
C 3.56825 2.28469 0.82507  -0.0010
F 4.14350 2.40759 -0.37355  0.0005
F 4.37460 1.54452 1.60344  0.0004
C 2.19034 1.58583 0.69678  0.0088
O 1.20806 2.11066 1.23404  0.0523
O 2.17834 0.50759 0.05960  0.0327
Br 0.37280 1.48030 6.71142  0.0001
C -0.10198 1.03765 4.94769  0.0002
C 0.67486 0.15525 4.21318  -0.0003
C 0.29316 -0.12442 2.91776  -0.0010
N -0.78830 0.41740 2.33262  -0.0004
C -1.53103 1.25096 3.05927  0.0000
C -1.23477 1.58508 4.36628  -0.0002
H 1.56068 -0.29399 4.63814  0.0000
H 0.87576 -0.81024 2.31985  -0.0010
H -2.40966 1.66910 2.58722  0.0000
H -1.87243 2.26067 4.91697  0.0000


(2)
C35H24Br3ClFI2LaN4O6 | the ωB97M-V functional and the def2-TZVPD basis

- Kohn-Sham gap (eV) = 7.472

Each line ends with the Löwdin charge.
Cartesian coordinates (Å):
La 0.92641 -1.20430 -1.10538  1.8081
I 3.89932 -1.51439 0.52142  0.9684
C 4.77134 -0.73954 -1.26303  -1.0216
I 3.75452 -1.01602 -3.11372  0.9291
H 5.74032 -1.20813 -1.36727  -0.0368
H 4.80777 0.33321 -1.10324  -0.0576
C 2.78532 5.26520 3.17455  -0.0423
C 1.28879 5.11490 2.92506  -0.3032
C 0.50713 5.33509 4.20846  -0.1510
C -0.97666 5.10337 3.98894  -0.1266
C -1.19273 3.70149 3.49515  -0.1388
C -2.33274 2.99423 3.79480  0.0570
C -2.50750 1.69972 3.31016  -0.2525
F -3.64495 1.05541 3.62573  0.0712
C -1.56906 1.08642 2.53681  0.0869
C -0.39782 1.79099 2.22082  -0.0326
C 0.59482 1.15086 1.35846  -0.2891
O 0.49687 -0.05718 1.07170  -0.1186
C 1.63908 2.00524 0.88759  -0.0239
C 1.80004 3.23128 1.45273  0.0347
N 0.97019 3.77352 2.36575  0.0296
C -0.20071 3.09141 2.69985  -0.0678
C 2.58870 1.57093 -0.19789  -0.6549
O 3.73766 1.99804 -0.19757  0.0192
O 2.06049 0.78876 -1.06791  -0.3549
H 2.95153 6.13862 3.80478  0.0856
H 3.35963 5.40868 2.26178  0.0775
H 3.17559 4.38870 3.69357  0.1007
H 0.96489 5.85772 2.18822  0.1561
H 0.70126 6.35115 4.55251  0.1234
H 0.88124 4.64955 4.97544  0.1369
H -1.35027 5.81746 3.24746  0.1304
H -1.54348 5.26915 4.90498  0.1213
H -3.10832 3.43895 4.40565  0.1326
H -1.71013 0.08417 2.15464  0.1286
H 2.65629 3.82076 1.15865  0.1360
Br -2.42852 -1.76840 -3.72038  0.8384
C -1.20578 -3.21550 -3.70350  -0.6965
C -1.52668 -4.29335 -4.51515  -0.1124
C -0.69122 -5.39385 -4.49695  -0.0383
C 0.41299 -5.37427 -3.66422  0.0081
C 0.65486 -4.24447 -2.90336  -0.1678
N -0.13924 -3.15463 -2.91953  0.0551
C 1.87561 -4.23611 -1.98507  -0.6348
O 2.48170 -5.28007 -1.82295  0.0623
O 2.13497 -3.09659 -1.46757  -0.4745
H -2.41221 -4.25617 -5.13116  0.0962
H -0.90893 -6.25399 -5.11661  0.1143
H 1.10077 -6.20140 -3.57145  0.1218
Br -4.18065 -0.11889 -0.59365  0.7564
C -3.30992 -1.58657 0.22241  -0.6043
C -4.05893 -2.43916 1.04967  -0.1704
C -3.45797 -3.48600 1.68114  -0.6296
Br -4.51362 -4.62666 2.76840  0.7642
C -2.06707 -3.71470 1.53659  -0.1822
C -1.35493 -4.75436 2.17859  -0.0236
C -0.01048 -4.87856 1.99128  -0.0261
C 0.64885 -3.95720 1.15847  -0.1094
N 0.02436 -2.97947 0.55007  0.0203
C -1.32641 -2.84489 0.70697  -0.1355
C -1.95476 -1.75487 -0.00652  -0.4453
O -1.26275 -0.99289 -0.79625  -0.3886
H -5.11664 -2.25872 1.17950  0.0957
H -1.89166 -5.44625 2.81320  0.0785
H 0.55305 -5.66996 2.46448  0.1105
H 1.71438 -4.03964 0.97030  0.1000
Cl 0.49742 1.09774 -7.00314  0.6879
C 0.02143 1.23320 -5.34465  -0.6440
C -0.78405 2.27187 -4.91877  -0.0746
C -1.13716 2.31381 -3.58000  -0.0313
C -0.67248 1.32551 -2.73091  -0.1459
N 0.11042 0.33075 -3.15024  -0.0477
C 0.44925 0.28392 -4.43304  -0.2048
H -1.12680 3.02048 -5.61987  0.1129
H -1.77426 3.09926 -3.19862  0.1128
H -0.96210 1.30732 -1.68683  0.1052
H 1.07033 -0.54172 -4.76034  0.0854


> What is the formula in the second record?

C35H24Br3ClFI2LaN4O6